# 1
{"formula": "C14H39N6O8P3S", "method": "ωB97M-V/def2-TZVPD", "symbols": ["C", "C", "O", "S", "O", "O", "P", "O", "O", "O", "H", "H", "H", "O", "P", "N", "C", "C", "N", "C", "C", "N", "C", "C", "H", "H", "H", "H", "H", "H", "H", "H", "H", "H", "H", "H", "H", "H", "H", "H", "H", "H", "O", "P", "N", "C", "C", "N", "C", "C", "N", "C", "C", "H", "H", "H", "H", "H", "H", "H", "H", "H", "H", "H", "H", "H", "H", "H", "H", "H", "H"], "positions_angstrom": [[3.893, -5.610, 2.511], [3.814, -4.188, 2.606], [3.481, -2.736, 2.792], [1.748, -2.654, 2.701], [1.301, -3.042, 4.164], [1.242, -3.836, 1.573], [-0.244, -4.609, 2.067], [-0.825, -5.382, 0.777], [-1.508, -3.497, 2.550], [0.012, -5.869, 3.293], [3.528, -6.736, 2.349], [-1.174, -2.846, 3.235], [0.247, -5.429, 4.164], [-2.372, -0.195, 1.549], [-3.766, 0.173, 0.986], [-3.126, 0.254, -0.615], [-3.524, 1.127, -1.715], [-2.683, -1.036, -1.159], [-3.689, 1.766, 1.663], [-3.644, 2.993, 0.882], [-2.841, 1.955, 2.848], [-5.369, 0.597, 0.338], [-6.337, 1.012, 1.385], [-6.024, -0.558, -0.318], [-4.478, 0.841, -2.166], [-2.775, 1.103, -2.516], [-3.580, 2.173, -1.441], [-3.531, -1.664, -1.447], [-2.092, -1.598, -0.429], [-2.040, -0.911, -2.037], [-2.692, 3.101, 0.352], [-3.769, 3.876, 1.522], [-4.477, 3.055, 0.179], [-1.782, 2.025, 2.576], [-2.969, 1.131, 3.558], [-3.111, 2.867, 3.396], [-6.433, 0.243, 2.159], [-7.327, 1.198, 0.951], [-6.064, 1.952, 1.871], [-6.065, -1.423, 0.354], [-5.510, -0.864, -1.229], [-7.044, -0.310, -0.634], [2.601, 0.577, 0.498], [3.629, 0.823, -0.633], [2.870, 2.321, -1.031], [2.735, 2.957, -2.338], [2.993, 3.358, 0.000], [2.920, -0.406, -1.629], [2.264, -0.157, -2.903], [2.193, -1.488, -0.951], [4.810, 1.105, -1.934], [5.590, -0.106, -2.296], [5.842, 2.091, -1.540], [3.670, 3.392, -2.701], [2.001, 3.771, -2.296], [2.348, 2.297, -3.105], [4.000, 3.785, 0.024], [2.783, 2.960, 0.998], [2.280, 4.177, -0.154], [1.317, 0.376, -2.774], [2.046, -1.097, -3.428], [2.913, 0.387, -3.593], [1.192, -1.166, -0.644], [2.739, -1.834, -0.067], [2.084, -2.367, -1.598], [6.088, -0.530, -1.417], [6.350, 0.129, -3.051], [4.977, -0.889, -2.750], [6.324, 1.804, -0.599], [5.432, 3.093, -1.415], [6.613, 2.191, -2.314]], "atomic_forces_ev_per_a": [[-2.03, 10.45, 0.68], [-0.16, -9.05, -0.24], [-0.25, -5.65, -1.38], [-0.88, -0.07, 4.39], [1.08, 0.55, -5.57], [-1.38, 0.14, 3.13], [-4.28, -4.56, -4.05], [2.84, 3.45, 5.41], [4.23, -1.28, 0.40], [0.15, 4.40, -1.21], [1.33, 3.17, 0.35], [-0.52, -0.80, -0.87], [-0.21, -0.55, -1.21], [-2.76, -3.53, 1.65], [4.93, 7.13, -3.27], [0.20, -0.71, -1.44], [-0.34, -0.01, -0.02], [0.51, -0.18, 0.37], [-0.18, 0.67, 1.20], [-0.81, 0.03, -0.15], [-0.05, -0.49, 0.11], [-1.21, -2.59, 2.45], [-0.37, 0.72, 0.37], [-0.04, -0.32, -0.76], [-0.18, 0.03, -0.17], [0.04, -0.32, 0.26], [-0.16, -0.07, 0.26], [-0.02, -0.15, -0.25], [-0.18, 0.17, 0.05], [-0.18, 0.20, 0.12], [0.04, 0.03, -0.10], [0.13, -0.26, 0.16], [0.17, -0.17, -0.10], [0.05, -0.06, 0.09], [0.17, 0.11, -0.26], [-0.17, -0.02, -0.34], [-0.21, 0.09, -0.05], [0.21, -0.32, -0.18], [0.30, -0.32, -0.16], [-0.25, 0.05, -0.13], [0.25, 0.09, 0.13], [0.22, 0.11, 0.25], [4.21, -0.39, 2.27], [-7.85, 0.60, -4.89], [0.00, 1.65, 0.14], [0.30, 0.01, -0.16], [-0.35, -0.24, 0.48], [0.00, -1.34, -0.11], [0.68, 0.03, -0.46], [0.22, 0.07, 0.35], [2.45, -1.34, 2.51], [0.05, -0.66, -0.60], [0.09, 0.81, -0.06], [0.13, 0.13, -0.17], [0.13, -0.11, 0.38], [0.20, -0.23, 0.10], [0.08, 0.29, 0.01], [0.06, -0.14, -0.22], [0.09, -0.20, -0.19], [-0.06, 0.08, -0.03], [0.01, -0.03, 0.33], [-0.08, 0.17, 0.17], [-0.04, -0.05, 0.11], [-0.15, 0.20, -0.12], [0.12, 0.30, -0.16], [0.14, -0.01, -0.19], [-0.07, 0.31, 0.28], [-0.14, 0.30, 0.33], [0.20, 0.07, -0.20], [-0.25, -0.13, 0.08], [-0.22, -0.26, 0.11]], "lowdin_charge": [0.091, -0.151, -0.323, 1.040, -0.455, -0.468, 0.712, -0.351, -0.182, -0.192, 0.091, 0.075, 0.075, -0.319, 0.774, -0.312, -0.134, -0.137, -0.344, -0.149, -0.149, -0.270, -0.137, -0.139, 0.068, 0.083, 0.045, 0.063, 0.066, 0.077, 0.085, 0.079, 0.067, 0.080, 0.069, 0.076, 0.085, 0.083, 0.071, 0.087, 0.057, 0.086, -0.317, 0.774, -0.314, -0.134, -0.144, -0.337, -0.145, -0.144, -0.270, -0.135, -0.140, 0.069, 0.084, 0.046, 0.060, 0.069, 0.080, 0.083, 0.081, 0.068, 0.083, 0.047, 0.086, 0.085, 0.083, 0.072, 0.086, 0.056, 0.087], "fmax_ev_per_a": 10.7, "orbital_gap_ev": 7.05, "homo_energy_ev": -8.123}


# 2
{"formula": "C14H40F4N16O13P3S", "method": "ωB97M-V/def2-TZVPD", "symbols": ["C", "C", "F", "C", "C", "P", "O", "N", "C", "F", "F", "F", "C", "C", "P", "O", "O", "O", "N", "P", "O", "O", "S", "H", "H", "H", "H", "H", "H", "H", "H", "H", "H", "H", "H", "C", "O", "N", "N", "H", "H", "H", "H", "C", "O", "N", "N", "H", "H", "H", "H", "C", "O", "N", "N", "H", "H", "H", "H", "C", "O", "N", "N", "H", "H", "H", "H", "C", "O", "N", "N", "H", "H", "H", "H", "C", "O", "N", "N", "H", "H", "H", "H", "C", "O", "N", "N", "H", "H", "H", "H"], "positions_angstrom": [[2.732, 3.064, 2.533], [1.447, 3.892, 2.589], [0.914, 3.772, 3.836], [0.415, 3.519, 1.559], [-0.878, 3.186, 1.766], [-1.816, 3.158, 3.364], [-1.862, 1.820, 3.969], [-1.420, 2.841, 0.531], [-2.752, 2.326, 0.253], [-2.619, 1.220, -0.436], [-3.434, 3.209, -0.461], [-3.397, 2.097, 1.368], [-0.501, 2.992, -0.425], [-0.731, 2.641, -1.836], [-0.036, 0.934, -2.040], [-0.133, 0.294, -0.725], [1.411, 0.936, -2.628], [-0.967, 0.230, -3.111], [0.628, 3.438, 0.146], [2.128, 3.875, -0.645], [3.075, 2.653, -0.427], [2.755, 5.042, 0.227], [1.987, 4.390, -2.478], [2.654, 2.192, 1.897], [3.556, 3.700, 2.248], [2.937, 2.733, 3.544], [1.697, 4.942, 2.458], [-1.290, 4.178, 4.155], [-3.096, 3.611, 3.007], [-1.784, 2.519, -2.032], [-0.384, 3.401, -2.525], [1.905, 0.224, -2.189], [-1.671, 0.809, -3.423], [3.651, 2.581, -1.202], [2.040, 5.610, 0.553], [-3.044, -1.370, -6.347], [-2.705, -0.516, -7.147], [-2.276, -1.697, -5.261], [-4.217, -2.065, -6.465], [-2.530, -2.391, -4.582], [-1.408, -1.208, -5.152], [-4.800, -1.848, -7.250], [-4.511, -2.771, -5.818], [-1.007, -2.158, 1.493], [-1.192, -2.738, 2.553], [-0.272, -2.677, 0.477], [-1.529, -0.921, 1.215], [-0.116, -2.214, -0.404], [0.142, -3.577, 0.621], [-2.078, -0.474, 1.926], [-1.377, -0.466, 0.335], [2.756, 3.302, 6.697], [3.053, 4.262, 6.002], [3.591, 2.806, 7.657], [1.563, 2.647, 6.557], [3.366, 2.019, 8.235], [4.473, 3.266, 7.780], [0.937, 2.992, 5.858], [1.294, 1.849, 7.100], [-1.972, -5.525, -1.050], [-1.549, -4.585, -1.710], [-1.870, -5.565, 0.308], [-2.579, -6.608, -1.627], [-2.211, -6.319, 0.872], [-1.422, -4.786, 0.757], [-2.671, -6.605, -2.625], [-2.933, -7.388, -1.108], [1.970, -3.703, -2.705], [1.420, -2.737, -2.179], [1.353, -4.911, -2.864], [3.245, -3.650, -3.178], [1.802, -5.695, -3.297], [0.408, -5.000, -2.529], [3.733, -2.781, -3.083], [3.708, -4.429, -3.616], [4.391, -6.327, -6.030], [3.842, -5.363, -5.513], [3.765, -7.531, -6.179], [5.669, -6.269, -6.501], [4.195, -8.331, -6.601], [2.822, -7.603, -5.848], [6.154, -5.396, -6.409], [6.139, -7.044, -6.930], [-3.839, 5.374, 5.885], [-3.265, 5.811, 4.894], [-4.275, 6.171, 6.897], [-4.069, 4.036, 6.027], [-4.744, 5.826, 7.713], [-4.112, 7.157, 6.809], [-3.739, 3.479, 5.268], [-4.523, 3.607, 6.810]], "atomic_forces_ev_per_a": [[-0.19, 0.07, 0.24], [1.21, 0.09, -0.61], [-0.84, -0.10, 0.21], [-0.75, -0.22, -0.47], [-0.25, 0.28, 0.98], [-0.48, -0.18, 0.31], [0.17, -0.34, 0.16], [0.57, 0.34, -0.08], [-0.08, 0.18, 0.05], [-0.64, -0.45, -0.20], [-0.04, 0.19, -0.17], [0.00, -0.27, 0.10], [-0.28, 0.14, -0.14], [0.54, -0.27, -0.68], [-0.79, -0.93, 0.24], [0.64, 0.28, 0.06], [0.17, 0.39, -0.15], [0.18, 0.74, -0.17], [0.60, -0.04, 1.44], [0.76, 1.07, -2.61], [0.00, -0.37, 0.63], [-1.08, -0.65, 0.88], [-0.40, -0.09, 0.24], [0.04, -0.11, -0.11], [0.26, -0.06, -0.26], [-0.05, -0.04, 0.22], [-0.02, 0.21, 0.21], [0.06, 0.20, -0.35], [0.33, 0.45, -0.17], [-0.31, 0.08, 0.12], [0.39, 0.02, -0.01], [0.16, -0.25, -0.10], [-0.23, -0.31, -0.37], [0.07, -0.21, -0.10], [0.40, 0.57, -0.06], [0.06, -0.10, 0.09], [-0.03, 0.07, 0.02], [-0.15, 0.12, 0.05], [-0.02, 0.05, -0.01], [0.05, -0.06, 0.01], [0.10, -0.10, -0.02], [0.01, 0.00, -0.03], [0.04, -0.02, 0.01], [-0.03, 0.36, -0.17], [-0.03, -0.17, 0.00], [0.08, -0.05, 0.07], [-0.44, -0.08, 0.45], [0.05, -0.16, -0.02], [0.24, 0.07, -0.07], [0.00, -0.17, 0.16], [0.19, -0.18, 0.17], [-0.06, -0.08, 0.03], [0.04, -0.04, -0.08], [0.02, 0.04, -0.06], [0.10, -0.01, 0.08], [-0.03, 0.00, 0.00], [0.01, 0.02, 0.01], [-0.07, -0.02, -0.02], [0.03, -0.01, 0.02], [-0.11, -0.12, 0.31], [0.06, -0.18, -0.26], [0.10, 0.01, -0.20], [0.07, 0.09, -0.05], [-0.03, -0.02, -0.02], [-0.21, 0.10, 0.14], [-0.02, 0.00, -0.02], [0.00, 0.01, 0.04], [0.20, -0.48, -0.28], [-0.03, 0.36, 0.06], [-0.08, 0.28, 0.24], [0.01, 0.09, 0.31], [0.12, 0.10, -0.10], [-0.22, 0.13, 0.05], [0.02, 0.01, -0.01], [-0.15, 0.09, -0.28], [0.10, -0.15, -0.14], [0.02, -0.13, 0.17], [0.00, 0.09, 0.08], [-0.06, 0.06, 0.07], [0.02, 0.01, -0.02], [-0.03, 0.00, -0.04], [0.00, 0.02, -0.02], [-0.02, -0.02, -0.02], [-0.06, -0.02, 0.16], [0.07, -0.04, -0.06], [0.06, 0.03, -0.13], [0.02, 0.29, 0.01], [-0.01, -0.04, 0.00], [0.00, 0.02, 0.00], [-0.10, -0.47, 0.06], [0.01, -0.01, 0.00]], "lowdin_charge": [0.012, -0.319, -0.011, -0.092, -0.142, 0.756, -0.381, 0.149, -0.635, 0.198, 0.216, 0.192, -0.240, -0.111, 0.454, -0.248, -0.091, -0.073, 0.034, 0.182, -0.144, -0.141, 0.459, 0.081, 0.086, 0.092, 0.145, 0.036, 0.032, 0.092, 0.056, 0.106, 0.094, 0.099, 0.097, -0.689, 0.022, 0.152, 0.147, 0.096, 0.082, 0.103, 0.091, -0.679, 0.010, 0.166, 0.148, 0.063, 0.095, 0.087, 0.018, -0.682, 0.010, 0.154, 0.159, 0.095, 0.105, 0.070, 0.099, -0.667, -0.003, 0.177, 0.152, 0.102, 0.065, 0.100, 0.094, -0.662, -0.012, 0.174, 0.159, 0.089, 0.062, 0.095, 0.060, -0.663, 0.003, 0.156, 0.158, 0.097, 0.102, 0.106, 0.098, -0.678, -0.014, 0.162, 0.164, 0.100, 0.109, 0.051, 0.104], "fmax_ev_per_a": 2.9, "orbital_gap_ev": 7.29, "homo_energy_ev": -10.781, "charge": 1}


# 3
{"formula": "C14H40IN2O11S", "method": "ωB97M-V/def2-TZVPD", "symbols": ["N", "C", "C", "C", "C", "C", "C", "C", "C", "C", "C", "C", "C", "S", "O", "O", "O", "C", "C", "I", "N", "H", "H", "H", "H", "H", "H", "H", "H", "H", "H", "H", "H", "H", "H", "H", "H", "H", "H", "H", "H", "H", "H", "H", "H", "O", "H", "H", "O", "H", "H", "O", "H", "H", "O", "H", "H", "O", "H", "H", "O", "H", "H", "O", "H", "H", "O", "H", "H"], "positions_angstrom": [[2.781, -1.420, 3.613], [1.817, -1.730, 2.574], [2.283, -1.374, 1.160], [2.293, 0.148, 0.901], [1.408, 0.393, -0.338], [0.919, 1.874, -0.548], [-0.558, 1.782, -0.653], [-1.326, 1.499, 0.476], [-2.696, 1.312, 0.362], [-3.504, 0.913, 1.549], [-3.964, -0.555, 1.315], [-2.730, -1.468, 1.211], [-2.265, -1.752, -0.219], [-1.314, -3.245, -0.374], [-0.342, -3.058, -1.413], [-2.205, -4.342, -0.536], [-0.551, -3.472, 0.996], [-3.289, 1.447, -0.907], [-2.495, 1.750, -1.983], [-3.311, 1.967, -3.896], [-1.158, 1.910, -1.846], [3.694, -1.784, 3.387], [2.813, -0.428, 3.807], [1.677, -2.817, 2.595], [0.848, -1.298, 2.812], [1.614, -1.869, 0.448], [3.269, -1.798, 0.985], [3.286, 0.489, 0.656], [1.916, 0.659, 1.786], [1.891, 0.060, -1.249], [0.522, -0.226, -0.183], [1.194, 2.508, 0.285], [1.350, 2.225, -1.481], [-0.856, 1.386, 1.438], [-2.891, 0.903, 2.445], [-4.338, 1.588, 1.724], [-4.502, -0.567, 0.369], [-4.584, -0.865, 2.145], [-1.893, -1.072, 1.780], [-2.991, -2.420, 1.667], [-3.126, -1.917, -0.860], [-1.650, -0.963, -0.637], [0.326, -3.056, 0.962], [-4.347, 1.290, -1.032], [-0.595, 2.092, -2.668], [3.826, 2.330, -0.572], [4.706, 2.702, -0.439], [3.515, 2.785, -1.363], [1.687, -1.995, -3.739], [2.072, -2.764, -4.171], [1.011, -2.373, -3.169], [0.723, -4.376, -4.967], [0.873, -5.007, -4.255], [-0.140, -3.998, -4.771], [2.177, 1.733, 5.070], [2.323, 1.136, 5.811], [1.488, 2.329, 5.380], [-1.740, 5.098, -4.787], [-2.008, 4.201, -4.562], [-2.245, 5.665, -4.195], [0.540, 5.108, 0.185], [0.532, 6.020, -0.126], [-0.099, 4.666, -0.381], [-1.128, -2.670, 3.776], [-0.343, -2.549, 4.320], [-0.865, -3.311, 3.106], [3.207, 0.351, -2.858], [4.021, 0.485, -2.358], [3.442, -0.266, -3.560]], "atomic_forces_ev_per_a": [[-0.65, 0.12, 0.33], [0.88, -0.68, -0.26], [-0.20, 0.38, 0.37], [-0.41, -0.83, -0.99], [-0.24, 0.52, 0.87], [0.02, -1.10, -0.42], [0.41, 0.36, 0.83], [-0.52, 0.11, -0.72], [0.36, 0.51, 0.19], [-0.14, -0.74, -0.02], [0.87, 0.78, -0.17], [-0.26, -0.47, -0.11], [-0.02, 0.22, 0.55], [-0.23, -1.13, -1.48], [0.43, 0.58, 0.19], [-0.27, 0.13, 0.66], [-0.13, 0.26, 0.07], [0.53, 0.10, -0.05], [-0.83, -0.08, -0.51], [0.15, -0.20, 0.33], [-0.38, -0.18, 0.35], [0.14, 0.14, 0.01], [0.24, 0.06, -0.05], [-0.11, -0.12, 0.12], [-0.07, 0.29, -0.01], [0.10, 0.06, -0.31], [0.07, -0.17, 0.05], [0.21, 0.24, 0.32], [0.01, 0.27, 0.02], [0.09, -0.16, -0.02], [-0.13, -0.10, -0.17], [0.14, 0.19, 0.04], [0.03, 0.36, 0.03], [0.26, 0.07, 0.07], [0.14, 0.25, 0.09], [-0.16, 0.03, -0.17], [-0.46, -0.32, 0.14], [-0.26, -0.06, -0.05], [0.02, -0.02, 0.25], [0.07, -0.12, 0.12], [0.01, -0.16, -0.25], [0.08, 0.07, -0.07], [0.11, 0.03, -0.04], [-0.13, 0.09, -0.12], [0.10, 0.02, -0.02], [0.26, 0.21, -0.30], [-0.01, -0.03, 0.16], [-0.01, -0.02, -0.02], [0.23, 0.26, 0.12], [-0.24, -0.08, -0.22], [-0.04, -0.02, 0.16], [0.08, -0.16, 0.14], [-0.06, -0.11, -0.09], [-0.02, 0.01, -0.06], [-0.08, -0.16, -0.02], [0.05, 0.01, 0.00], [0.03, 0.06, -0.02], [0.12, -0.08, 0.16], [-0.03, 0.18, -0.11], [-0.03, 0.05, -0.08], [-0.06, -0.08, -0.11], [0.08, 0.04, 0.09], [-0.06, 0.07, -0.01], [0.06, 0.12, 0.02], [-0.06, -0.07, 0.10], [-0.09, -0.03, 0.06], [0.36, 0.25, -0.05], [-0.04, 0.08, 0.03], [-0.32, -0.11, 0.06]], "nbo_charge": [-0.844, -0.230, -0.395, -0.417, -0.380, -0.478, 0.338, -0.232, 0.140, -0.450, -0.373, -0.428, -0.680, 2.388, -0.976, -0.909, -0.901, -0.306, 0.105, 0.283, -0.509, 0.362, 0.373, 0.170, 0.192, 0.166, 0.216, 0.241, 0.197, 0.278, 0.171, 0.275, 0.228, 0.249, 0.228, 0.247, 0.196, 0.244, 0.224, 0.250, 0.259, 0.230, 0.523, 0.259, 0.453, -0.952, 0.485, 0.476, -0.970, 0.488, 0.479, -0.943, 0.473, 0.473, -0.949, 0.477, 0.474, -0.931, 0.452, 0.470, -0.931, 0.482, 0.453, -0.951, 0.477, 0.479, -0.962, 0.477, 0.495], "fmax_ev_per_a": 1.9, "orbital_gap_ev": 7.57, "homo_energy_ev": -11.512, "charge": 1}